8 unconnected molecules or ions with the total composition C37H85ClN9O9P2S2. Source: the OMol25 dataset; level of theory: wB97M-V/def2-TZVPD.

The calculated total energy is -124347.83661 eV. The net charge is +1. The calculation puts the maximum force at 3.92 eV Å⁻¹.

Positions of all 145 atoms, in Å:
Cl (1.98127, -0.30604, 0.08981)
S (7.58804, -0.37904, -0.62248)
S (8.03459, -3.16760, -1.48632)
P (0.09777, -0.87157, -2.10591)
P (-0.69831, -1.17619, 0.73741)
O (2.40284, -2.33962, 4.57490)
O (-4.06876, 2.61776, -0.59534)
O (2.18297, -6.10846, -3.81364)
O (-2.60646, 7.67493, -1.96105)
O (0.20944, 0.79339, -2.18713)
O (-1.52696, -1.29578, -2.22869)
O (-4.27709, 6.09967, 4.42099)
O (-9.35895, 0.48848, 0.81130)
O (-6.18763, -0.57113, -5.77838)
N (-4.43830, 3.82931, 4.53137)
N (5.86892, -2.52247, 0.09219)
N (-4.61981, 0.26608, -4.34967)
N (-1.14102, 8.25904, -0.31590)
N (-8.32776, -0.05746, -1.14490)
N (0.68340, -1.40222, -0.43612)
N (-4.68562, 4.61120, -1.51116)
N (2.26816, -4.61197, 4.68219)
N (4.36622, -5.86696, -4.43136)
C (2.27544, -4.62405, 6.13546)
C (-2.57761, 0.72311, 1.62149)
C (-2.23254, 8.44051, -1.09123)
C (-4.15152, 1.24926, -5.30955)
C (-9.04328, 0.75417, -0.32815)
C (-4.00092, 0.20454, -3.03900)
C (4.84064, -2.60364, -0.97640)
C (-7.89569, -1.34820, -0.64317)
C (-4.35089, 5.01604, 3.88369)
C (-0.75493, 9.21547, 0.70437)
C (6.42878, 0.47470, 0.52739)
C (7.29005, -3.61924, 1.79569)
C (2.18843, -5.87072, 3.96543)
C (-4.44826, 3.82109, 5.98349)
C (7.07628, -2.39360, 2.75084)
C (3.11481, -5.42129, -4.18145)
C (7.08497, -2.11096, -0.61482)
C (-4.57365, 5.54937, -2.61604)
C (0.44491, -0.05385, 3.16759)
C (6.09757, -3.81542, 0.77492)
C (2.35999, -3.07015, -1.44407)
C (3.64120, -3.55672, -0.65374)
C (2.33648, -3.42596, 4.04167)
C (-0.33315, 7.07047, -0.51228)
C (-5.62658, -0.56874, -4.70530)
C (-7.98176, 0.32392, -2.49934)
C (5.58684, -2.18505, 3.19129)
C (5.86124, 1.79706, -0.15792)
C (4.66035, -7.27957, -4.26303)
C (-1.49745, 0.49457, 0.50088)
C (1.16201, -2.83372, -0.45997)
C (-5.54544, 4.94187, -0.38970)
C (-4.52136, 2.57287, 3.81576)
C (5.41802, -4.96681, -4.85994)
C (-4.01715, 3.44475, -1.49429)
C (-0.10334, -1.37805, 2.49928)
C (5.89978, 1.77740, -1.72648)
H (0.28941, -3.42854, -0.80591)
H (1.43750, -3.09544, 0.57816)
H (7.01944, 0.71607, 1.43900)
H (-4.52229, 2.80051, 6.35401)
H (7.24741, -4.52429, 2.45146)
H (-4.19073, 6.50141, -2.24033)
H (-1.50083, -2.05340, -2.83141)
H (5.58518, -0.15791, 0.86386)
H (-6.89503, 0.33418, -2.60041)
H (6.90250, 1.98572, -2.14390)
H (-4.50221, 2.73874, 2.73870)
H (2.32674, -3.53091, 2.94128)
H (0.24496, 9.59517, 0.48396)
H (-2.18130, 1.52194, 2.28325)
H (-7.33558, -1.88201, -1.40935)
H (8.27889, -3.64370, 1.30610)
H (-5.45152, 2.06559, 4.08204)
H (0.41931, -0.12123, 4.27597)
H (5.07610, -3.17030, 3.29334)
H (-4.35110, 4.90883, 2.78656)
H (5.45652, 0.86107, -2.16606)
H (3.00755, -4.33472, -4.34194)
H (4.41620, -1.57060, -1.09001)
H (-5.56144, 5.70061, -3.05902)
H (-3.39733, 3.29084, -2.39238)
H (-3.89541, 5.16849, -3.37852)
H (-4.95283, 4.96800, 0.52658)
H (2.21571, -5.64583, 6.50364)
H (-9.32217, 1.70858, -0.80294)
H (1.50956, 0.09960, 2.88850)
H (-5.29757, 4.40350, 6.34422)
H (-1.45310, 10.05030, 0.73375)
H (-6.31553, 4.17528, -0.28302)
H (0.50488, 7.06618, 0.18176)
H (-2.94304, -0.00299, -3.15320)
H (-3.67057, 1.94704, 4.09671)
H (-4.97748, 1.90502, -5.59100)
H (5.47931, -1.60870, 4.13213)
H (3.92307, -4.57390, -1.00731)
H (0.04066, 7.05065, -1.53787)
H (5.70335, -7.47777, -4.50031)
H (3.04479, -6.49326, 4.23182)
H (-3.57532, 0.99531, 1.23954)
H (1.26637, -6.38618, 4.24134)
H (3.19281, -4.15744, 6.49761)
H (2.19294, -5.70290, 2.88852)
H (-0.74898, 8.72224, 1.67856)
H (-0.92897, -1.74230, 3.14734)
H (2.11316, -3.84898, -2.19899)
H (5.79428, -5.27981, -5.83593)
H (7.47548, -1.44371, 2.33923)
H (4.45757, -7.57252, -3.23136)
H (-0.94806, 6.18241, -0.34986)
H (-4.13052, 1.16584, -2.53578)
H (3.44674, -3.62872, 0.43579)
H (0.70524, -2.13395, 2.50020)
H (1.12519, 0.98351, -2.43003)
H (5.24067, -4.11943, 1.41570)
H (5.04096, -3.94730, -4.93486)
H (-5.90368, -1.27331, -3.90462)
H (-4.45543, -0.57850, -2.43164)
H (-3.79332, 0.74022, -6.20629)
H (6.22991, -4.99498, -4.12946)
H (-0.70086, 1.27206, 0.55606)
H (-2.66355, -0.18810, 2.25294)
H (5.27163, -2.84089, -1.98161)
H (-8.37108, 1.31344, -2.73481)
H (6.30177, -4.66817, 0.09281)
H (1.42480, -4.05071, 6.50751)
H (-1.99055, 0.62814, -0.48522)
H (-6.01406, 5.91035, -0.54791)
H (-0.11438, 0.85242, 2.85073)
H (5.25287, 2.62882, -2.05402)
H (4.80877, 1.88730, 0.18842)
H (4.01749, -7.86531, -4.92196)
H (-8.76798, -1.93594, -0.35219)
H (-3.34556, 1.84171, -4.87926)
H (-2.77501, 9.37033, -0.86260)
H (7.64630, -2.61653, 3.68350)
H (2.61401, -2.16517, -2.04030)
H (-8.40550, -0.40206, -3.19707)
H (6.50023, 2.63245, 0.18784)
H (5.03934, -1.61683, 2.40144)
H (-7.26623, -1.20368, 0.23748)
H (-3.53065, 4.28024, 6.35577)

***

A molecular structure, C61H53CdGeIN3O3Sb. Source: the OMol25 dataset; level of theory: wB97M-V/def2-TZVPD.

The energy above the lowest of the compared OMol25 structures with the same formula, charge and spin comes out at 0.000 eV. The net charge is -2. The calculation puts the maximum force at 0.64 eV Å⁻¹.

Positions of all 124 atoms, in Å:
I (5.59424, -0.85403, 3.98262)
Sb (-0.64663, 2.06796, 2.01886)
Cd (-0.71336, 0.28388, -1.52396)
Ge (2.07779, -3.02663, -0.43481)
O (2.67202, 2.58019, -1.38807)
O (0.02467, 0.39075, -3.60924)
O (0.81294, 1.63013, -0.56369)
N (-2.24320, 0.00694, -4.07370)
N (-2.14551, -0.83866, -0.13497)
N (-2.35401, -0.21011, -2.73608)
C (-2.67946, 2.47902, -0.20805)
C (-0.23588, 0.92825, -8.60323)
C (3.74670, -3.69883, 0.32532)
C (1.17915, -2.64242, -3.16941)
C (-1.53963, 0.71528, -8.15697)
C (3.78351, -4.86936, 1.07887)
C (-3.84468, 1.51621, 3.31772)
C (0.38677, -4.25303, 1.58094)
C (2.14416, 3.42378, 2.99687)
C (-0.22505, 0.93318, 5.18790)
C (-3.87438, 2.42001, -0.90919)
C (-3.41391, -0.98437, -0.81568)
C (-1.01740, 0.29965, -4.41692)
C (-0.42727, -4.54426, -0.65512)
C (-4.79089, -0.78508, -2.92470)
C (6.12558, -3.43185, 0.70698)
C (-1.80618, 0.51941, -6.81063)
C (1.45633, 4.30460, 1.97879)
C (0.22603, 6.02982, 0.15966)
C (-1.21692, 2.90586, 6.38454)
C (0.52945, 0.74775, -6.31780)
C (-0.41364, 4.86458, 0.56830)
C (-3.12114, -1.69301, 1.91010)
C (2.94772, 0.98734, 0.32730)
C (4.47473, -0.05467, 2.39880)
C (6.14509, -4.59763, 1.45997)
C (4.97689, -5.31847, 1.64353)
C (0.79311, 0.94371, -7.67109)
C (2.09094, 5.46830, 1.55082)
C (2.21764, -3.11484, -2.36736)
C (4.79632, 1.19608, 1.90089)
C (3.34366, -3.67085, -2.98337)
C (1.62640, -1.19965, 0.19747)
C (-2.12145, 4.80260, 5.22651)
C (-3.79285, 1.90057, 1.85476)
C (-5.04525, 2.14364, -0.22038)
C (3.42789, -3.74589, -4.36824)
C (-3.51549, -0.65788, -2.13874)
C (-4.99533, 1.88340, 1.13942)
C (-1.17487, 2.94934, 3.96827)
C (2.38659, -3.26353, -5.15328)
C (1.26407, -2.70969, -4.55591)
C (-4.53772, -1.47032, -0.03542)
C (2.68482, -0.30872, 0.79195)
C (-0.77427, 0.52675, -5.86295)
C (-4.40769, -1.81798, 1.26527)
C (-1.78890, 4.20047, 4.01735)
C (0.56752, -4.08445, 0.20470)
C (-1.74363, -5.30149, 1.21229)
C (1.48971, 6.32666, 0.64115)
C (-1.58277, -5.13651, -0.15332)
C (-0.88634, 2.29342, 5.17507)
C (4.93434, -2.98822, 0.14559)
C (4.02133, 1.69639, 0.86582)
C (-1.83179, 4.15114, 6.41686)
C (-2.61741, 2.23184, 1.16868)
C (2.08618, 1.78257, -0.67086)
C (0.18513, 3.98601, 1.46627)
C (-2.08570, -1.21091, 1.15572)
C (-0.75124, -4.86936, 2.08250)
C (3.44954, -0.80553, 1.85464)
H (3.23918, -1.79522, 2.24169)
H (-2.08392, 4.60747, 7.36758)
H (-1.11673, -1.07784, 1.63512)
H (-2.60185, 5.77454, 5.23659)
H (2.45682, -3.30295, -6.23457)
H (-3.98831, 2.38704, 3.96709)
H (-1.77103, 2.68239, -0.76472)
H (-2.93292, 1.00885, 3.63699)
H (4.21641, 2.68139, 0.45904)
H (-0.99146, 2.39491, 7.31603)
H (1.56745, 3.38495, 3.92459)
H (0.46105, -2.30132, -5.15715)
H (-1.40105, 4.65601, 0.18299)
H (-2.81617, 0.35100, -6.45882)
H (3.14148, 3.80191, 3.22945)
H (-0.26031, 6.69019, -0.54876)
H (-0.81000, 0.20047, 4.62450)
H (-0.10845, 0.56390, 6.20878)
H (2.87295, -5.44035, 1.22532)
H (0.29508, -2.19323, -2.73439)
H (3.08151, 5.69664, 1.93245)
H (-5.90425, 1.60341, 1.66393)
H (2.25734, 2.39644, 2.63530)
H (-4.66978, 0.81994, 3.47873)
H (-2.96461, -1.97093, 2.94592)
H (-4.66739, -0.27650, -3.88118)
H (7.07088, -4.93651, 1.91065)
H (-0.32105, -4.41258, -1.72560)
H (-2.35645, 0.70545, -8.87060)
H (-2.65912, -5.72939, 1.60252)
H (-5.26991, -2.17147, 1.82500)
H (1.13550, -3.87880, 2.27667)
H (-0.88601, -4.97022, 3.15316)
H (-0.03205, 1.08631, -9.65624)
H (-5.64276, -0.33732, -2.39897)
H (2.01319, 7.21331, 0.30222)
H (1.81358, 1.11319, -7.99921)
H (5.60955, 1.77432, 2.31885)
H (-3.87611, 2.55673, -1.98394)
H (1.18660, -0.69940, -0.65972)
H (-2.37090, -5.43859, -0.83197)
H (0.82680, -1.36255, 0.92190)
H (4.30840, -4.17466, -4.83442)
H (4.92834, -2.06663, -0.42887)
H (0.76414, 0.96838, 4.72207)
H (7.03474, -2.85855, 0.56965)
H (-5.50569, -1.54304, -0.51894)
H (1.32118, 0.76743, -5.57879)
H (-5.98921, 2.07870, -0.75056)
H (4.16347, -4.04159, -2.37739)
H (-2.01423, 4.71532, 3.08937)
H (4.98790, -6.22924, 2.23112)
H (-5.04888, -1.83098, -3.13639)

***

A single C3H6N4O3S2 molecule. Source: the OMol25 dataset; level of theory: wB97M-V/def2-TZVPD.

The energy above the lowest of the compared OMol25 structures with the same formula, charge and spin comes out at 1.621 eV. The net charge is 0. The calculation puts the maximum force at 3.88 eV Å⁻¹.

Positions of all 18 atoms, in Å:
S (-2.33004, -0.81353, -0.11591)
S (-0.78509, 2.05858, 0.05759)
O (-1.13101, -1.55303, 0.23029)
O (-0.90679, 0.20568, -1.94807)
O (-3.52695, -1.28335, 0.92256)
N (1.39898, 1.20552, 1.15980)
N (-2.19414, 0.64404, 0.78407)
N (1.06352, 0.22908, -0.82192)
N (0.59974, 1.31780, 0.11420)
C (2.40699, -0.20936, -0.38838)
C (0.18934, -0.30738, -1.64478)
C (2.36321, 0.35009, 0.99013)
H (3.21776, 0.42494, 1.72428)
H (-3.47935, -1.44760, 1.92472)
H (3.26409, 0.34723, -0.93166)
H (0.44814, -1.14827, -2.24777)
H (2.39016, -1.25578, -0.50512)
H (-2.98857, 1.23534, 0.69599)

***

> Among the records above, which one has the highest maximum force?

C37H85ClN9O9P2S2

***

> Look up the net charge of the first one.

+1